Here is a structure of composition C22H37ClFI3N9O17PS in a non-equilibrium geometry from the Open Molecules 2025 dataset. Energies are from wB97M-V/def2-TZVPD.

Calculated values
HOMO-LUMO gap: 0.28169 Ha
LUMO level: -0.045 hartree
net charge: 0
electronic energy: -131275.20331 eV

Last column: Mulliken charge in e.
Element x y z (Å)
1 C 2.74 5.13 1.94  -1.4048
2 C 2.19 3.84 1.25  0.4219
3 N 0.90 3.86 0.83  -0.4754
4 C 0.51 2.66 0.23  -0.2171
5 C -0.94 2.60 -0.21  0.7853
6 C -1.86 3.86 0.00  -1.7032
7 I -2.50 4.72 -1.93  0.1310
8 C -3.09 3.55 0.99  -0.3167
9 C -4.49 4.05 0.49  -1.2885
10 I -2.65 4.56 2.90  0.0432
11 C -1.41 1.34 -0.82  -1.0094
12 I -3.49 1.15 -1.43  0.1331
13 C -0.48 0.14 -1.03  0.8902
14 S -1.22 -1.33 -1.79  1.4687
15 O -1.71 -1.00 -3.13  -0.5524
16 O -0.31 -2.46 -1.91  -0.6070
17 F -2.45 -1.85 -0.82  -0.1925
18 C 0.91 0.28 -0.62  1.1096
19 C 1.94 -0.90 -0.86  -0.9601
20 C 1.81 -2.06 0.20  -0.3266
21 C 2.01 -1.58 1.70  -0.3566
22 Cl 3.79 -1.49 2.09  -0.2291
23 C 1.44 1.53 0.04  -0.3295
24 N 2.77 1.50 0.42  -0.1107
25 C 3.09 2.67 1.04  0.1136
26 P 4.86 2.82 1.68  0.7134
27 O 4.73 2.89 3.19  -0.7202
28 H 3.44 5.71 1.27  0.2781
29 H 3.28 4.86 2.89  0.4209
30 H 1.88 5.83 2.18  0.3123
31 H -1.29 4.70 0.48  0.6253
32 H -3.07 2.45 1.23  0.5676
33 H -4.55 5.18 0.40  0.4387
34 H -5.24 3.78 1.30  0.3829
35 H -4.86 3.53 -0.44  0.2848
36 H 3.00 -0.56 -0.85  0.4409
37 H 1.74 -1.26 -1.91  0.2569
38 H 2.61 -2.83 -0.06  0.4317
39 H 0.84 -2.62 0.18  -0.1214
40 H 1.52 -2.39 2.34  0.4035
41 H 1.46 -0.62 1.87  0.2248
42 H 5.52 3.98 1.17  0.0997
43 H 5.55 1.61 1.40  0.0273
44 C -1.98 -4.64 0.89  -0.3065
45 N -1.04 -4.55 2.05  0.8900
46 O -0.31 -3.58 2.11  -0.4909
47 O -1.08 -5.47 2.86  -0.5706
48 H -1.83 -3.77 0.26  -0.2124
49 H -1.74 -5.55 0.35  0.3551
50 H -2.99 -4.67 1.29  0.2830
51 C -2.21 -3.07 5.10  -0.5715
52 N -3.55 -2.42 5.07  0.9132
53 O -3.71 -1.49 4.30  -0.5157
54 O -4.40 -2.88 5.81  -0.5492
55 H -1.56 -2.56 4.39  0.1887
56 H -1.82 -2.97 6.11  0.2902
57 H -2.34 -4.11 4.82  0.2370
58 C -8.39 5.82 1.65  -0.7383
59 N -7.87 4.71 0.80  0.8540
60 O -8.18 3.58 1.11  -0.5137
61 O -7.18 5.02 -0.15  -0.4746
62 H -8.99 5.39 2.44  0.3022
63 H -7.54 6.35 2.05  0.2901
64 H -9.00 6.46 1.01  0.2886
65 C 3.99 -1.55 -4.41  -0.8876
66 N 4.68 -1.64 -3.09  0.9566
67 O 4.01 -1.99 -2.14  -0.5098
68 O 5.86 -1.36 -3.07  -0.6082
69 H 2.95 -1.83 -4.28  0.2739
70 H 4.08 -0.52 -4.75  0.3810
71 H 4.49 -2.24 -5.09  0.3516
72 C -5.16 -7.96 1.94  -0.7668
73 N -4.25 -6.98 1.30  0.9304
74 O -4.53 -5.80 1.40  -0.5645
75 O -3.29 -7.43 0.71  -0.5020
76 H -5.97 -7.41 2.42  0.3218
77 H -5.55 -8.61 1.16  0.2873
78 H -4.59 -8.52 2.67  0.2888
79 C 8.28 -0.25 -1.41  -0.6314
80 N 7.97 0.88 -0.49  0.9000
81 O 7.03 1.60 -0.79  -0.5150
82 O 8.67 1.00 0.49  -0.5409
83 H 7.58 -0.24 -2.24  0.2478
84 H 9.30 -0.11 -1.76  0.2985
85 H 8.18 -1.17 -0.84  0.2745
86 C 1.84 0.71 -7.71  -0.7829
87 N 2.54 0.62 -6.40  0.8482
88 O 1.88 0.26 -5.44  -0.4653
89 O 3.72 0.91 -6.39  -0.5329
90 H 0.80 0.42 -7.57  0.3201
91 H 1.91 1.74 -8.05  0.2911
92 H 2.34 0.03 -8.40  0.3030